Here is a structure of composition C42H35BrCl2N5O4Ru from OMol25. Energies are from the ωB97M-V functional and the def2-TZVPD basis.

Element x y z (Å)
Ru -0.18896 0.07289 0.19371
C 0.95196 3.07457 1.12819
C -0.08757 3.17038 2.24271
C 0.36652 2.37121 3.43520
C 1.02310 3.01785 4.47591
C 1.49076 2.31424 5.57268
C 1.29386 0.94573 5.63331
C 0.64425 0.25808 4.61174
C 0.54842 -1.24763 4.72810
C 1.68504 -1.92973 3.97451
C 0.18888 0.98604 3.50009
N -0.49955 0.29680 2.43272
C -1.57682 -0.35978 2.77580
C -2.20278 -1.26557 1.90862
C -3.31093 -2.09836 2.08731
C -3.42417 -2.84708 0.91730
C -2.37627 -2.43394 0.08026
N -1.64003 -1.49178 0.67562
H 0.68706 3.65894 0.25008
H 1.02114 2.02890 0.82427
H 1.94659 3.35311 1.48089
H -1.05727 2.80450 1.89562
H -0.22898 4.21342 2.52893
H 1.15546 4.09329 4.42041
H 1.99377 2.83010 6.38147
H 1.64659 0.38506 6.49268
H -0.39851 -1.63562 4.35587
H 0.58988 -1.51060 5.78643
H 1.63984 -1.65149 2.92740
H 1.61798 -3.01677 4.04716
H 2.65580 -1.61200 4.36129
H -1.98377 -0.22888 3.77804
H -3.92816 -2.15352 2.97241
H -4.15334 -3.60899 0.69018
H -2.13083 -2.80646 -0.90477
N 3.56462 2.52631 -4.75742
C 2.73491 1.84211 -4.35445
C 1.68658 0.97748 -3.85747
C 0.77640 0.38492 -4.72203
C -0.20483 -0.43537 -4.19844
C -0.24410 -0.62473 -2.83034
N 0.62895 -0.04634 -2.00016
C 1.57516 0.74075 -2.49629
H 0.84635 0.56609 -5.78620
H -0.93298 -0.91690 -4.83510
H -0.99551 -1.26049 -2.37699
H 2.26696 1.18084 -1.78747
Cl 3.47896 2.98474 -0.33903
C 5.09402 2.71880 0.25890
C 5.88522 3.82551 0.51381
C 7.18796 3.64109 0.94525
C 7.67909 2.35916 1.13402
C 6.86055 1.26763 0.90269
Cl 7.48662 -0.31712 1.21723
C 5.54647 1.41018 0.44864
N 4.71702 0.30898 0.22795
C 4.94791 -0.62077 -0.80287
C 5.87640 -0.37697 -1.81152
C 6.09708 -1.30763 -2.81557
C 5.38102 -2.49614 -2.83645
C 4.45688 -2.73191 -1.82958
C 4.23155 -1.81638 -0.80650
C 3.27500 -2.17533 0.30415
C 2.00234 -1.38423 0.27410
O 0.91341 -1.92997 -0.03063
O 2.02339 -0.13780 0.54170
H 5.48237 4.81598 0.35211
H 7.82071 4.49736 1.13807
H 8.68975 2.19375 1.48111
H 3.75898 0.38461 0.55630
H 6.42696 0.55650 -1.80809
H 6.82804 -1.09578 -3.58629
H 5.54116 -3.22949 -3.61588
H 3.89486 -3.65988 -1.82319
H 3.74634 -2.01125 1.27818
H 3.00186 -3.22483 0.22166
Br -5.98544 4.83938 1.39097
C -4.55183 4.57657 0.18422
C -4.26194 5.56069 -0.74902
C -3.20618 5.36954 -1.63043
C -2.44487 4.21353 -1.56704
C -2.75404 3.23577 -0.63126
C -3.81668 3.40685 0.24984
C -1.90727 2.01356 -0.54367
O -0.75667 2.02025 -1.06042
O -2.31566 0.98879 0.06484
H -4.85305 6.46531 -0.78375
H -2.97573 6.13249 -2.36303
H -1.60642 4.06290 -2.23460
H -4.05537 2.62902 0.96240

Values from the calculation:
Multiplicity = 6
Energy above the lowest of the compared OMol25 structures with the same formula, charge and spin = 52.6 kJ/mol
DFT total energy = -157432.05694 eV

***

Here is a structure of composition C42H35BrF10N7O6P2S5Ti in a non-equilibrium geometry from OMol25. Energies are from the ωB97M-V functional and the def2-TZVPD basis.

Element x y z (Å)
Ti -0.41259 -0.46738 0.49977
S 2.14360 -1.20091 0.01869
C 1.22029 -2.28182 -0.87236
N -0.08495 -2.06771 -0.91291
C -0.76080 -3.01205 -1.66768
C -2.13171 -3.08650 -1.87564
C -2.63469 -4.11646 -2.65385
C -1.78865 -5.05380 -3.24495
C -0.41871 -4.98390 -3.05010
C 0.08271 -3.96388 -2.25561
S 1.73951 -3.65233 -1.80629
H -2.78774 -2.37557 -1.39903
H -3.70479 -4.21721 -2.78106
H -2.20464 -5.85203 -3.84419
H 0.24215 -5.71663 -3.49333
F 3.84817 5.62625 3.90453
C 3.32683 4.89886 2.92285
C 2.98953 5.49117 1.72314
F 3.18218 6.79625 1.54370
C 2.44625 4.71488 0.71649
F 2.11627 5.36597 -0.40165
C 2.21664 3.34824 0.84815
P 1.42885 2.37598 -0.52170
C 2.65135 2.49632 -1.89117
C 2.78247 3.56037 -2.78786
C 3.74046 3.52329 -3.78809
C 4.59031 2.43092 -3.90843
C 4.47285 1.37095 -3.02509
C 3.50467 1.40106 -2.02984
C 0.08370 3.51983 -1.00713
C -0.65121 4.18114 -0.02388
C -1.74708 4.95986 -0.36312
C -2.12302 5.09979 -1.69198
C -1.40135 4.44241 -2.67788
C -0.31682 3.64691 -2.33679
C 2.56000 2.77319 2.08065
Br 2.34984 0.94674 2.49627
C 3.10703 3.54478 3.09439
F 3.43513 3.01078 4.26945
H 2.13747 4.42093 -2.71260
H 3.82803 4.35695 -4.47294
H 5.33964 2.40991 -4.68915
H 5.12977 0.51462 -3.10563
H 3.41156 0.56131 -1.35193
H -0.37321 4.08724 1.01851
H -2.30866 5.45624 0.41741
H -2.97567 5.71057 -1.95872
H -1.68986 4.54230 -3.71628
H 0.23128 3.13816 -3.12161
F -0.72883 1.44289 1.40308
P -1.92945 1.27037 2.69044
F -3.03723 0.98894 3.76186
F -1.10146 2.29524 3.55907
F -1.00890 0.05857 3.18410
F -2.73539 2.46045 2.00191
F -2.61632 0.23219 1.59729
C -5.29657 -0.69323 -3.05256
C -5.18398 -1.23057 -4.46649
S -4.47248 -0.07452 -5.61113
O -4.61491 -0.63941 -6.92609
O -5.00213 1.23090 -5.31267
C -2.69111 -0.03763 -5.27054
C -2.17329 1.25692 -4.64594
N -2.12919 1.21794 -3.18179
C -1.19391 0.53821 -2.48252
N -1.47143 0.56419 -1.17643
C -2.62238 1.30238 -1.03054
C -3.02170 1.71722 -2.25476
N -4.05464 2.68681 -2.51844
O -4.97336 2.71068 -1.72551
O -3.91737 3.42727 -3.47066
C 0.06019 0.05030 -3.11913
H -5.81062 -1.41912 -2.42171
H -5.86159 0.23735 -3.03485
H -4.31691 -0.50310 -2.61572
H -6.16104 -1.43576 -4.90836
H -4.58587 -2.13835 -4.54980
H -2.26281 -0.15772 -6.26584
H -2.42214 -0.92174 -4.68793
H -2.77367 2.10726 -4.95186
H -1.15122 1.42268 -4.98425
H -3.05134 1.55303 -0.07803
H 0.41814 0.79286 -3.83423
H -0.07601 -0.89812 -3.64179
H 0.83179 -0.07258 -2.36321
N -0.94829 -1.45877 8.69330
C -0.37664 -1.77440 7.46659
C 0.21379 -0.77464 6.68620
C 0.81956 -1.08926 5.48870
C 0.84719 -2.40859 5.04849
C 0.27513 -3.41022 5.81858
C -0.32997 -3.09578 7.02297
S 1.55731 -2.78507 3.48099
O 2.76164 -2.01646 3.33397
O 1.59557 -4.22275 3.36509
N 0.51270 -2.17018 2.41227
C -0.65129 -2.73970 2.17957
S -1.35769 -4.22360 2.74628
C -2.82983 -3.83151 1.90324
C -2.70242 -2.67290 1.23689
N -1.47128 -2.06887 1.36716
H -1.25394 -0.50404 8.79154
H -1.63170 -2.11635 9.03202
H 0.19399 0.25311 7.02811
H 1.27295 -0.30972 4.89109
H 0.32204 -4.43470 5.47615
H -0.76706 -3.88015 7.62932
H -3.69385 -4.47058 1.95963
H -3.47835 -2.18581 0.66681

Values from the calculation:
Multiplicity = 2
Energy above the lowest of the compared OMol25 structures with the same formula, charge and spin = 104.3 kJ/mol
DFT total energy = -259930.71698 eV

***

Here is a structure of composition C42H35Cl3N3O2PRb from OMol25. Energies are from the ωB97M-V functional and the def2-TZVPD basis.

Element x y z (Å)
Rb 0.44545 1.38445 0.37179
C 1.90759 2.51303 -4.63165
O 1.25766 3.66212 -4.05524
C 0.96050 3.32855 -2.78474
N 1.35232 2.20275 -2.34854
C 2.13871 1.58225 -3.42112
C 1.77311 0.14429 -3.69821
C 0.52055 -0.37104 -3.38546
C 0.20819 -1.68406 -3.70493
C 1.13808 -2.49006 -4.34312
C 2.38468 -1.98046 -4.66714
C 2.70084 -0.67139 -4.34377
C 0.20117 4.36541 -2.04684
C -0.03443 5.59974 -2.65094
C -0.74000 6.55632 -1.94183
C -1.19657 6.24899 -0.67186
C -0.91384 4.98656 -0.16150
N -0.22369 4.06627 -0.82544
C -1.42157 4.59886 1.17027
N -1.13407 3.53057 1.79179
C -1.90178 3.53787 3.04422
C -2.69537 4.86542 2.98275
O -2.27640 5.46472 1.74119
C -2.77782 2.31896 3.20748
C -3.38995 1.71189 2.11818
C -4.20867 0.60800 2.30221
C -4.43337 0.10823 3.57334
C -3.83413 0.71557 4.66596
C -3.00936 1.81266 4.48187
H 2.82424 2.85137 -5.10979
H 1.23598 2.07848 -5.37469
H 3.19020 1.60915 -3.11266
H -0.21088 0.25466 -2.88736
H -0.76741 -2.08152 -3.45770
H 0.88810 -3.51347 -4.58942
H 3.11367 -2.60464 -5.16663
H 3.68151 -0.27900 -4.58757
H 0.33033 5.79189 -3.64738
H -0.93637 7.52585 -2.37760
H -1.76153 6.95547 -0.08393
H -1.19179 3.55171 3.87743
H -2.45263 5.56082 3.78487
H -3.77353 4.71229 2.93473
H -3.22043 2.09992 1.11945
H -4.67117 0.13589 1.44563
H -5.07677 -0.74958 3.71412
H -4.00338 0.33086 5.66238
H -2.52961 2.27224 5.33760
Cl 0.15315 0.72935 3.42244
C 1.61878 1.60645 3.85142
Cl 2.47328 2.35105 2.47926
H 2.30702 0.90561 4.31088
H 1.34607 2.41600 4.51893
Cl -1.90780 -0.43495 -0.18638
C -1.72496 -2.06436 -0.83203
C -2.84011 -2.58380 -1.46730
C -2.77113 -3.85658 -2.01066
C -1.59872 -4.58433 -1.90534
C -0.50106 -4.04458 -1.25744
C -0.53439 -2.76467 -0.69408
P 0.95124 -2.00655 0.06145
C 2.25788 -3.18865 -0.40239
C 2.48806 -4.39504 0.26365
C 3.49246 -5.24631 -0.16520
C 4.27361 -4.90502 -1.26212
C 4.05161 -3.71030 -1.92456
C 3.05335 -2.85213 -1.49046
C 0.71600 -2.35629 1.84166
C 1.83032 -2.25649 2.67661
C 1.70773 -2.45658 4.04147
C 0.46644 -2.72944 4.59876
C -0.64606 -2.81466 3.78115
C -0.52355 -2.63868 2.40861
H -3.74224 -1.99342 -1.53765
H -3.63309 -4.27152 -2.51469
H -1.53430 -5.57726 -2.32871
H 0.40958 -4.61980 -1.19843
H 1.88214 -4.66708 1.11899
H 3.66518 -6.17913 0.35491
H 5.05854 -5.57203 -1.59311
H 4.65983 -3.43908 -2.77741
H 2.88165 -1.91742 -2.01222
H 2.80859 -2.04668 2.25638
H 2.58745 -2.40209 4.67001
H 0.37150 -2.88220 5.66574
H -1.61807 -3.03409 4.20240
H -1.40232 -2.73610 1.78526

Values from the calculation:
Multiplicity = 1
Net charge = +1
Energy above the lowest of the compared OMol25 structures with the same formula, charge and spin = 32.5 kJ/mol
DFT total energy = -100196.38367 eV

***

Here is a structure of composition C42H35ClN2PS2SbSc from OMol25. Energies are from the ωB97M-V functional and the def2-TZVPD basis.

Element x y z (Å)
Sc 0.54543 -2.05169 -1.25279
Cl 2.90352 -3.05387 -1.30723
C 3.58297 -2.88096 0.35516
C 4.93427 -3.13053 0.43667
C 5.51730 -3.07087 1.69706
C 4.74851 -2.77992 2.81590
C 3.38990 -2.53641 2.68551
C 2.77160 -2.57301 1.43437
P 0.98758 -2.32163 1.28636
C 0.18467 -3.69212 2.11707
C 0.02035 -4.88904 1.41335
C -0.52050 -5.99975 2.04104
C -0.90255 -5.91398 3.37545
C -0.74355 -4.72681 4.07833
C -0.20015 -3.61228 3.45510
C 0.54772 -0.78213 2.10608
C -0.80300 -0.52872 2.36193
C -1.18364 0.67928 2.92620
C -0.22062 1.63309 3.23591
C 1.11929 1.38735 2.96794
C 1.50619 0.18599 2.39294
H 5.51723 -3.37835 -0.44013
H 6.57638 -3.26797 1.79641
H 5.20755 -2.75159 3.79466
H 2.79584 -2.32104 3.56605
H 0.34172 -4.98010 0.37893
H -0.63729 -6.92925 1.49989
H -1.32141 -6.78025 3.87096
H -1.03889 -4.66983 5.11758
H -0.07859 -2.69157 4.01225
H -1.55804 -1.27916 2.15447
H -2.22604 0.86914 3.14570
H -0.51507 2.56426 3.70466
H 1.87067 2.12577 3.21646
H 2.55394 0.00969 2.18601
S 1.21417 0.16317 -1.54503
Sb 0.64325 2.48929 -1.48606
C 1.11544 3.12808 -3.37747
C 2.39734 2.89934 -3.87841
C 2.71081 3.38368 -5.13753
C 1.75777 4.08437 -5.87094
C 0.48823 4.31055 -5.35857
C 0.15269 3.83146 -4.09900
C -1.38603 2.56449 -1.16944
C -2.19575 2.05006 -2.18498
C -3.57296 2.07243 -2.02130
C -4.12498 2.60825 -0.86277
C -3.31225 3.11615 0.14212
C -1.93075 3.09356 -0.00080
C 1.84932 3.27436 -0.00573
C 3.11239 2.71899 0.18999
C 3.95688 3.29811 1.12664
C 3.54546 4.41675 1.84411
C 2.29052 4.97137 1.62848
C 1.43114 4.40297 0.69838
H 3.14486 2.36054 -3.30826
H 3.69946 3.22323 -5.54643
H 2.01239 4.46384 -6.85171
H -0.24088 4.86522 -5.93387
H -0.83412 4.02196 -3.69547
H -1.76802 1.65057 -3.09802
H -4.21822 1.68654 -2.80087
H -5.20089 2.63680 -0.74739
H -3.75387 3.53601 1.03650
H -1.30564 3.47223 0.79565
H 3.44192 1.84953 -0.36624
H 4.94632 2.88782 1.28392
H 4.21508 4.87031 2.56297
H 1.98385 5.85513 2.17246
H 0.47177 4.86811 0.51263
N -6.61920 -2.42927 -0.97787
C -5.85575 -1.62915 -1.73632
S -6.42708 -0.40383 -2.64075
C -4.36683 -1.91724 -1.68194
C -3.76198 -2.66550 -0.67248
C -2.38989 -2.79802 -0.64898
N -1.60397 -2.24328 -1.59186
C -2.19012 -1.55873 -2.59651
C -3.54519 -1.37604 -2.66655
H -7.61683 -2.27939 -0.99646
H -6.28513 -3.25264 -0.51102
H -4.32060 -3.12663 0.12931
H -1.90503 -3.36052 0.14139
H -1.53499 -1.13651 -3.34858
H -3.98741 -0.81025 -3.47520

Values from the calculation:
Multiplicity = 1
Net charge = +3
Energy above the lowest of the compared OMol25 structures with the same formula, charge and spin = 64.1 kJ/mol
DFT total energy = -117799.62160 eV

***

Here is a structure of composition C42H35InN7O18S in a non-equilibrium geometry from OMol25. Energies are from the ωB97M-V functional and the def2-TZVPD basis.

Element x y z (Å)
In 1.17772 3.50818 -3.16008
S 0.47563 0.93764 -1.41057
O 0.49246 2.12395 -0.54259
O 0.39886 -0.32218 -0.72025
O -0.60221 1.28008 -2.38616
O 1.74213 0.89266 -2.16972
C 0.74775 2.46838 3.86521
C -0.41857 2.10957 3.17804
C -1.57836 1.81169 3.84240
C -1.62191 2.05744 5.21509
C -0.46399 2.25200 5.93061
C 0.72234 2.55326 5.26365
N -2.89985 1.82911 5.90969
O -3.63806 1.03455 5.36553
O -3.11580 2.39844 6.94618
H 1.68226 2.53276 3.32478
H -0.34595 2.04186 2.09876
H -2.35294 1.25584 3.33135
H -0.53744 2.29503 7.01055
H 1.63327 2.56629 5.84590
C 1.87665 -1.63209 1.69188
C 2.47948 -2.76823 2.21278
C 2.57058 -2.91063 3.60829
C 1.77788 -2.11618 4.41385
C 0.95033 -1.15851 3.85255
C 1.07193 -0.85548 2.49837
N 1.81684 -2.26584 5.86762
O 2.06125 -3.36920 6.31846
O 1.54326 -1.28930 6.53649
H 1.90427 -1.30036 0.66353
H 3.08065 -3.30966 1.49254
H 3.28791 -3.62086 3.99505
H 0.31311 -0.54889 4.48136
H 0.34691 -0.17985 2.06648
C -2.86798 -3.07326 -2.35641
C -2.05272 -2.14338 -2.98979
C -2.62237 -0.93642 -3.44396
C -3.99908 -0.79530 -3.34738
C -4.83114 -1.78402 -2.90541
C -4.25008 -2.93718 -2.32488
N -4.59314 0.45521 -3.86677
O -3.85337 1.32464 -4.30630
O -5.80540 0.51965 -3.93011
H -2.48709 -3.96223 -1.86827
H -0.98142 -2.25690 -3.07081
H -1.90160 -0.17213 -3.68881
H -5.90031 -1.67606 -3.02278
H -4.84792 -3.76413 -1.97380
C 4.03159 -1.38048 -3.05302
C 4.66029 -0.73950 -4.10523
C 5.50725 -1.47477 -4.95090
C 5.51180 -2.87242 -4.86935
C 4.81338 -3.52294 -3.88227
C 4.06629 -2.76429 -2.99323
N 6.24694 -3.69508 -5.86851
O 6.13006 -4.89514 -5.73024
O 6.87657 -3.14955 -6.73904
H 3.38774 -0.79320 -2.41155
H 4.67227 0.32708 -4.25690
H 6.18419 -0.99329 -5.64316
H 4.70482 -4.59498 -3.82478
H 3.45923 -3.20803 -2.21282
C -2.35067 -1.60724 2.85166
C -3.50370 -1.66094 3.61363
C -4.73435 -1.50245 2.97169
C -4.75406 -1.27293 1.59763
C -3.59190 -1.24296 0.81747
C -2.40369 -1.37517 1.48421
N -5.99400 -1.06762 0.88309
O -6.91127 -0.51064 1.45478
O -6.06611 -1.50445 -0.25314
H -1.45784 -1.71668 3.45265
H -3.47931 -1.96097 4.65105
H -5.66212 -1.66825 3.50130
H -3.60244 -1.07756 -0.24925
H -1.44660 -1.36290 0.97184
C 6.40360 0.79852 1.09601
C 5.04000 0.84253 0.74918
C 4.68030 1.29974 -0.49453
C 5.65348 1.61047 -1.44465
C 6.97283 1.59783 -1.07933
C 7.35753 1.24774 0.22092
N 5.25218 2.18028 -2.74829
O 4.12755 2.62920 -2.81032
O 6.10289 2.16676 -3.59195
H 6.68110 0.47775 2.09255
H 4.29602 0.55373 1.47862
H 3.65608 1.34208 -0.84080
H 7.74779 2.04737 -1.68855
H 8.35949 1.48684 0.54725
C -5.59166 2.23640 -0.36077
C -6.11885 3.18283 -1.25935
C -5.28816 3.79878 -2.17030
C -3.91626 3.59931 -2.09660
C -3.43073 2.66813 -1.21473
C -4.24672 1.99570 -0.26212
N -3.02512 4.23626 -3.06136
O -1.83041 4.05841 -2.93177
O -3.48629 4.87819 -3.95514
H -6.23710 1.84262 0.41869
H -7.18624 3.33863 -1.20473
H -5.72554 4.26175 -3.04881
H -2.37430 2.45334 -1.34108
H -3.75261 1.35620 0.45229

Values from the calculation:
Multiplicity = 1
Net charge = +1
Energy above the lowest of the compared OMol25 structures with the same formula, charge and spin = 116.1 kJ/mol
DFT total energy = -107383.29335 eV